(1)
C13H11BrNO5PS | wB97M-V/def2-TZVPD

Calculated values
* multiplicity: 1
* SMILES: NCc1c(P(O)(O)=S)ccc2c1C(=O)C(CC(=O)Br)=CC2=O
* ΔE to the lowest compared entry with this formula, charge and spin: 343.2 kcal/mol

```
33
Properties=species:S:1:pos:R:3:mulliken_charge:R:1
N 2.256 -0.478 1.531 -0.62
C 2.378 0.519 0.396 -0.21
C 1.101 0.439 -0.680 -0.08
C 1.253 0.114 -2.280 0.40
P 2.960 -0.271 -3.087 0.61
O 3.754 1.117 -3.778 -0.49
O 4.025 -1.203 -2.013 -0.48
S 2.559 -1.516 -4.580 -0.41
C -0.124 0.103 -3.228 -0.36
C -1.644 0.371 -2.633 -0.65
C -1.802 0.676 -1.021 0.17
C -0.423 0.708 -0.075 0.27
C -0.692 0.997 1.550 0.11
O 0.102 1.743 2.322 -0.52
C -2.098 0.308 2.137 0.35
C -2.038 -0.331 3.661 -0.37
C -2.637 -1.891 3.716 0.36
O -3.023 -2.377 4.904 -0.49
Br -2.779 -3.112 2.134 -0.10
C -3.352 0.285 1.281 -0.34
C -3.274 0.917 -0.265 0.18
O -4.316 1.528 -0.864 -0.51
H 1.349 -0.997 1.520 0.29
H 2.294 0.108 2.418 0.31
H 2.278 1.603 0.886 0.28
H 3.425 0.518 -0.144 0.13
H 4.168 0.762 -4.643 0.35
H 4.698 -0.553 -1.602 0.34
H -0.052 -0.127 -4.388 0.26
H -2.624 0.327 -3.309 0.30
H -2.514 0.348 4.487 0.33
H -0.877 -0.454 3.908 0.25
H -4.332 -0.179 1.741 0.34
```


(2)
C23H48N2O12P3 | wB97M-V/def2-TZVPD

Calculated values
* multiplicity: 1
* charge: +1

```
88
Properties=species:S:1:pos:R:3:mulliken_charge:R:1
C -2.982 0.228 2.828 -0.60
C -4.139 1.171 3.265 0.56
O -4.726 0.973 4.281 -0.52
O -4.567 2.276 2.490 -0.36
C -3.374 3.044 2.144 -0.14
C -3.784 4.512 1.824 -0.75
C -4.663 4.695 0.521 -0.81
C -4.383 3.670 -0.630 -0.64
C -3.103 4.018 -1.515 -0.98
C -1.804 3.354 -1.015 0.20
C -1.264 2.107 -1.521 -0.06
C -0.008 1.546 -1.034 -0.81
N 0.671 2.177 -0.068 -0.39
N 0.150 3.276 0.386 0.66
P 1.117 4.034 1.749 0.06
O 2.662 3.898 1.140 -0.38
O 0.856 5.689 1.743 -0.47
C -0.965 3.955 0.045 -0.06
H -3.298 -0.478 2.022 0.10
H -2.063 0.752 2.473 0.21
H -2.713 -0.390 3.718 0.38
H -2.888 2.506 1.291 0.02
H -2.667 3.009 3.019 0.65
H -2.887 5.193 1.853 0.17
H -4.421 4.854 2.686 0.44
H -4.464 5.739 0.150 0.32
H -5.734 4.695 0.840 0.36
H -4.377 2.601 -0.303 0.38
H -5.249 3.757 -1.343 0.40
H -3.319 3.569 -2.524 0.39
H -3.000 5.115 -1.693 0.38
H -1.791 1.561 -2.336 0.32
H 0.416 0.603 -1.446 0.54
H 3.311 4.038 1.854 0.36
H 0.024 5.852 2.229 0.38
H -1.259 4.907 0.537 0.59
O 6.454 1.528 -0.283 -0.76
P 6.292 0.400 0.713 1.22
O 6.667 -0.857 -0.288 -0.30
C 8.048 -1.099 -0.566 -0.37
C 8.781 -1.662 0.639 -0.96
O 4.636 0.385 0.658 -0.52
C 3.897 1.517 0.207 -0.08
C 3.583 1.395 -1.273 -1.02
O 6.229 -0.638 2.031 -0.40
C 5.122 -1.498 2.326 -0.16
C 4.764 -2.502 1.248 -0.92
H 8.524 -0.177 -0.912 0.30
H 8.085 -1.819 -1.385 0.31
H 8.840 -0.923 1.443 0.30
H 9.799 -1.951 0.371 0.40
H 8.260 -2.533 1.039 0.20
H 4.424 2.442 0.432 0.26
H 2.966 1.545 0.770 0.37
H 4.456 1.116 -1.862 0.44
H 3.184 2.335 -1.664 0.30
H 2.842 0.607 -1.435 0.09
H 4.256 -0.899 2.611 0.23
H 5.413 -2.052 3.221 0.37
H 4.395 -2.025 0.342 0.20
H 3.978 -3.169 1.609 0.39
H 5.632 -3.103 0.969 0.22
O -2.040 -1.681 -0.964 -0.72
P -3.025 -2.789 -1.289 1.18
O -2.307 -3.998 -0.428 -0.28
C -2.512 -4.024 0.986 -0.27
C -3.930 -4.424 1.349 -1.03
O -2.430 -3.082 -2.805 -0.39
C -1.667 -2.108 -3.510 0.01
C -0.179 -2.323 -3.287 -1.15
O -4.331 -3.777 -1.637 -0.46
C -4.324 -4.800 -2.645 -0.21
C -3.279 -5.884 -2.474 -0.91
H -2.263 -3.047 1.414 0.17
H -1.811 -4.753 1.395 0.33
H -4.647 -3.660 1.032 0.30
H -4.031 -4.553 2.429 0.42
H -4.211 -5.354 0.854 0.22
H -1.975 -1.097 -3.237 0.01
H -1.893 -2.225 -4.573 0.33
H 0.067 -2.465 -2.234 0.26
H 0.397 -1.477 -3.671 0.38
H 0.150 -3.228 -3.801 0.36
H -4.261 -4.344 -3.633 0.26
H -5.309 -5.269 -2.592 0.37
H -2.264 -5.504 -2.584 0.22
H -3.420 -6.659 -3.229 0.40
H -3.348 -6.342 -1.485 0.21
```


What are the maximum force values for these records? In order: 9.06; 8.71 eV/Å.
What are the E_LUMO values for these records? In order: -2.4; -4.6 eV.
What are the Kohn-Sham gap values for these records? In order: 0.2431; 0.2609 Ha.